*a*
A molecular structure, C26H19N3O4PdS. Source: OMol25; level of theory: wB97M-V/def2-TZVPD.

Structure (XYZ):
```
54
Properties=species:S:1:pos:R:3:lowdin_charge:R:1
Pd 0.247 0.326 -0.124 1.148
C -2.188 -1.760 -1.638 0.002
O -1.833 -1.380 -0.294 -0.094
C -2.798 -1.056 0.544 -0.178
C -4.148 -1.289 0.309 0.034
C -5.088 -0.928 1.253 0.043
C -4.716 -0.313 2.470 -0.013
C -3.403 -0.058 2.721 0.043
C -2.408 -0.406 1.769 -0.129
N -1.112 -0.095 1.943 0.104
N -0.811 0.641 2.947 0.098
C 0.343 1.214 3.239 -0.035
C 1.581 1.048 2.400 -0.266
O 1.604 0.245 1.464 -0.016
C 2.730 1.840 2.724 0.031
C 2.721 2.674 3.780 0.052
C 1.585 2.784 4.666 -0.137
C 1.633 3.597 5.788 0.027
C 0.540 3.689 6.646 0.014
C -0.632 2.989 6.367 -0.018
C -0.710 2.188 5.250 0.041
C 0.398 2.053 4.390 -0.083
H -2.643 -2.750 -1.649 0.118
H -1.257 -1.776 -2.195 0.095
H -2.862 -1.025 -2.077 0.116
H -4.468 -1.760 -0.608 0.127
H -6.132 -1.127 1.049 0.138
H -5.475 -0.046 3.191 0.128
H -3.090 0.412 3.640 0.111
H 3.598 1.718 2.090 0.137
H 3.590 3.287 3.984 0.141
H 2.537 4.154 5.998 0.133
H 0.598 4.305 7.533 0.131
H -1.481 3.071 7.031 0.126
H -1.616 1.649 5.021 0.109
S 2.779 -2.382 -2.593 1.122
C 1.866 -3.346 -1.509 -0.360
C 1.042 -2.606 -0.713 -0.185
C 1.150 -1.228 -0.993 -0.253
C 2.065 -0.946 -1.980 -0.497
C 2.337 0.413 -2.369 -0.260
C 3.145 0.845 -3.416 0.018
C 3.260 2.205 -3.651 -0.010
C 2.580 3.112 -2.849 -0.016
C 1.802 2.617 -1.816 -0.077
N 1.699 1.315 -1.600 0.081
H 1.994 -4.417 -1.509 0.086
H 0.397 -3.028 0.044 0.113
H 3.658 0.125 -4.036 0.123
H 3.875 2.566 -4.464 0.129
H 2.644 4.178 -3.007 0.122
H 1.244 3.268 -1.154 0.125
O -1.140 1.259 -1.010 -0.275
O -0.919 2.040 0.031 -0.263
```

As for the net charge: +2. Its spin multiplicity is 1.

=====

*b*
A molecular structure, C26H19N3O4PdS. Source: OMol25; level of theory: wB97M-V/def2-TZVPD.

Structure (XYZ):
```
54
Properties=species:S:1:pos:R:3:lowdin_charge:R:1
Pd -0.988 -0.662 -0.546 1.149
C 0.332 -1.935 -3.821 0.038
O 0.760 -1.177 -2.654 -0.071
C 1.950 -1.340 -2.178 -0.168
C 2.938 -2.099 -2.817 0.033
C 4.196 -2.143 -2.281 0.049
C 4.556 -1.445 -1.088 -0.009
C 3.634 -0.716 -0.433 0.046
C 2.267 -0.645 -0.916 -0.117
N 1.292 -0.027 -0.279 0.100
N 1.749 0.594 0.825 0.102
C 0.989 1.323 1.595 -0.038
C -0.478 1.702 1.357 -0.263
O -1.026 1.402 0.303 0.011
C -1.181 2.442 2.375 0.023
C -0.545 2.856 3.478 0.047
C 0.869 2.603 3.712 -0.149
C 1.473 3.104 4.851 0.018
C 2.830 2.887 5.082 -0.004
C 3.587 2.169 4.171 -0.024
C 2.991 1.660 3.029 0.025
C 1.629 1.862 2.782 -0.094
H 0.878 -1.586 -4.695 0.120
H -0.724 -1.717 -3.921 0.098
H 0.496 -2.995 -3.636 0.118
H 2.722 -2.621 -3.736 0.127
H 4.955 -2.723 -2.792 0.141
H 5.570 -1.514 -0.722 0.131
H 3.873 -0.191 0.475 0.105
H -2.223 2.655 2.183 0.135
H -1.078 3.421 4.234 0.138
H 0.886 3.667 5.566 0.131
H 3.290 3.286 5.976 0.128
H 4.641 2.008 4.348 0.123
H 3.581 1.107 2.314 0.103
S -3.806 0.724 -3.663 1.117
C -2.266 1.341 -4.067 -0.371
C -1.287 0.986 -3.182 -0.182
C -1.818 0.162 -2.163 -0.272
C -3.168 -0.052 -2.279 -0.505
C -3.813 -0.794 -1.223 -0.241
C -5.145 -1.141 -1.087 0.023
C -5.540 -1.867 0.024 -0.004
C -4.603 -2.231 0.982 -0.013
C -3.285 -1.867 0.799 -0.066
N -2.917 -1.156 -0.272 -0.002
H -2.161 1.953 -4.950 0.085
H -0.260 1.308 -3.265 0.111
H -5.856 -0.842 -1.843 0.129
H -6.576 -2.154 0.141 0.130
H -4.879 -2.808 1.852 0.125
H -2.498 -2.144 1.486 0.114
O -0.565 -2.562 -0.307 -0.239
O -0.253 -2.069 0.877 -0.243
```

As for the net charge: +2. Its spin multiplicity is 1.

=====

Which is the most stable structure? *b* is the most stable.

=====

*a*
A molecular structure, F10KN5O20S10. Source: OMol25; level of theory: wB97M-V/def2-TZVPD.

Structure (XYZ):
```
46
Properties=species:S:1:pos:R:3:lowdin_charge:R:1
K 1.497 0.414 -0.419 0.839
N 1.775 -4.925 0.690 -0.281
S 1.547 -4.650 -0.815 0.450
O 2.522 -3.827 -1.514 -0.318
O 0.211 -4.651 -1.363 -0.282
F 2.154 -6.129 -1.325 -0.296
S 0.874 -3.555 1.157 0.563
O -0.578 -3.671 1.300 -0.271
O 1.406 -2.281 0.668 -0.336
F 1.393 -3.676 2.641 -0.203
N 1.528 3.191 4.146 -0.276
S 2.251 2.719 2.721 0.557
O 1.438 1.905 1.861 -0.343
O 3.650 2.400 2.747 -0.290
F 2.170 4.170 2.024 -0.200
S 1.758 1.942 4.965 0.412
O 3.126 1.755 5.381 -0.333
O 1.004 0.785 4.571 -0.274
F 1.000 2.382 6.337 -0.238
N -1.538 -1.192 -3.755 -0.238
S -2.546 -2.457 -3.343 0.498
O -3.244 -2.320 -2.101 -0.266
O -2.214 -3.779 -3.809 -0.301
F -3.649 -1.968 -4.383 -0.236
S -0.323 -1.822 -3.024 0.478
O 0.333 -2.918 -3.699 -0.297
O -0.158 -1.665 -1.582 -0.319
F 0.647 -0.567 -3.542 -0.278
N -3.324 0.044 1.663 -0.268
S -1.794 0.328 2.124 0.501
O -1.607 1.342 3.122 -0.284
O -0.720 0.065 1.187 -0.339
F -1.692 -0.994 3.050 -0.220
S -3.288 1.082 0.473 0.488
O -2.823 0.484 -0.764 -0.280
O -3.139 2.472 0.858 -0.299
F -4.903 1.005 0.171 -0.267
N 0.198 2.147 -1.904 -0.297
S 1.274 2.959 -3.026 0.541
O 2.693 2.871 -2.789 -0.302
O 0.746 4.150 -3.632 -0.304
F 1.032 1.911 -4.181 -0.198
S -0.035 3.451 -1.080 0.420
O -1.245 4.148 -1.482 -0.296
O 1.062 4.248 -0.575 -0.302
F -0.468 2.673 0.248 -0.212
```

As for the net charge: -4. Its spin multiplicity is 1.

=====

*b*
A molecular structure, F10KN5O20S10. Source: OMol25; level of theory: wB97M-V/def2-TZVPD.

Structure (XYZ):
```
46
Properties=species:S:1:pos:R:3:lowdin_charge:R:1
K -0.186 -0.096 0.183 0.752
N 1.672 1.760 -0.844 -0.306
S 3.182 1.718 -0.467 0.424
O 4.039 2.847 -0.704 -0.302
O 3.795 0.430 -0.504 -0.275
F 2.924 1.872 1.111 -0.216
S 1.878 2.017 -2.478 0.497
O 2.632 1.103 -3.267 -0.260
O 1.918 3.395 -2.854 -0.295
F 0.402 1.567 -2.854 -0.192
N 2.011 -3.606 -2.896 -0.267
S 1.723 -2.524 -4.101 0.493
O 2.821 -2.193 -4.945 -0.294
O 0.697 -1.584 -3.830 -0.260
F 0.923 -3.579 -5.057 -0.254
S 2.722 -2.600 -1.924 0.434
O 1.876 -1.715 -1.182 -0.321
O 4.027 -2.167 -2.285 -0.274
F 3.021 -3.685 -0.748 -0.228
N -1.249 -2.263 1.543 -0.311
S -0.073 -3.481 1.790 0.499
O 0.449 -4.093 0.621 -0.265
O -0.197 -4.329 2.934 -0.290
F 1.047 -2.451 2.192 -0.183
S -2.310 -3.230 0.946 0.414
O -3.061 -3.949 1.941 -0.311
O -2.153 -3.809 -0.348 -0.273
F -3.316 -2.025 0.560 -0.220
N -0.401 2.010 2.845 -0.260
S -0.877 3.242 3.847 0.496
O 0.044 3.823 4.773 -0.310
O -2.198 3.100 4.370 -0.299
F -1.020 4.358 2.727 -0.190
S 0.793 1.422 3.688 0.442
O 0.424 0.775 4.914 -0.300
O 2.017 2.146 3.663 -0.290
F 1.149 0.187 2.707 -0.241
N -2.584 1.469 -0.218 -0.296
S -3.734 2.618 0.150 0.524
O -5.116 2.408 -0.143 -0.292
O -3.279 3.964 0.241 -0.277
F -3.698 2.152 1.693 -0.219
S -3.196 0.974 -1.567 0.414
O -3.281 1.887 -2.678 -0.306
O -4.292 0.059 -1.483 -0.289
F -1.968 0.074 -2.060 -0.219
```

As for the net charge: -4. Its spin multiplicity is 1.

=====

Which is the most stable structure? *b* is the most stable.

=====

*a*
A molecular structure, C9H7NO. Source: OMol25; level of theory: wB97M-V/def2-TZVPD.

Structure (XYZ):
```
18
Properties=species:S:1:pos:R:3:lowdin_charge:R:1
C 1.526 -2.677 1.578 -0.332
C 0.742 -1.547 0.897 -0.213
C -0.543 -1.423 0.526 -0.015
C -0.705 -0.123 -0.110 -0.179
C -1.870 0.569 -0.669 -0.081
C -1.627 1.699 -1.196 -0.197
C -0.339 2.273 -1.254 -0.132
C 0.700 1.699 -0.705 -0.082
C 0.555 0.473 -0.102 -0.214
H 1.441 -2.459 2.886 0.169
H -1.651 -2.028 0.834 0.195
H -3.015 -0.144 -0.799 0.204
H -2.520 2.311 -1.507 0.123
H -0.548 3.331 -1.742 0.149
H 1.848 2.256 -0.720 0.183
H 2.410 -0.367 0.473 0.066
N 1.510 -0.383 0.529 0.170
O 2.087 -3.460 1.083 0.187
```

As for the net charge: 0. Its spin multiplicity is 1.

=====

*b*
C9H7NO in the gas phase. Source: OMol25; level of theory: wB97M-V/def2-TZVPD.

Structure (XYZ):
```
18
Properties=species:S:1:pos:R:3:lowdin_charge:R:1
C -2.190 0.209 -0.454 -0.099
C -2.290 1.564 -0.062 -0.092
C -1.045 -0.524 -0.348 -0.061
C -1.158 2.223 0.335 -0.024
C 0.184 0.103 -0.037 -0.095
C 0.155 1.524 0.197 -0.375
C 2.591 -0.308 -0.247 -0.145
C 1.416 -0.781 0.032 -0.209
C 1.438 -2.257 0.365 -0.031
N 1.130 2.354 0.326 0.238
O 3.602 0.195 -0.570 0.193
H -3.100 -0.334 -0.688 0.104
H -3.272 2.005 0.186 0.114
H -1.000 -1.528 -0.870 0.142
H -0.986 3.302 0.503 0.114
H 0.501 -2.566 0.757 0.074
H 2.254 -2.440 1.065 0.092
H 1.768 -2.739 -0.490 0.060
```

As for the net charge: 0. Its spin multiplicity is 1.

=====

Which is the most stable structure? *b* is the most stable.